A 2-piece molecular cluster, C4H7FO2 overall in a non-equilibrium geometry. Source: the OMol25 dataset; level of theory: ωB97M-V/def2-TZVPD.

Lowest unoccupied orbital energy: -0.6 eV
Spin multiplicity: 1
E_tot: -406.76910 Eh
Molecular weight: 106.1 g mol⁻¹
Relative energy (zero: lowest compared OMol25 entry of this formula, charge and spin): 122.9 kcal/mol

```
14
C4H7FO2 (ωB97M-V/def2-TZVPD)
C 0.11 1.22 0.27
C 0.02 0.19 1.49
C 0.45 -0.92 0.68
C 0.85 0.13 -0.52
H -2.03 1.05 0.52
H 0.56 2.13 0.44
H -0.89 0.21 2.06
H 0.81 0.22 2.14
H 1.31 -1.56 0.89
H 1.86 0.24 -0.57
H -0.43 0.18 -1.73
O -1.14 1.60 -0.51
O 0.50 -0.29 -1.79
F -0.52 -1.85 0.35
```


An isolated ion of composition C4H7IN and charge +1 in a non-equilibrium geometry. Source: the OMol25 dataset; level of theory: ωB97M-V/def2-TZVPD.

Net charge: +1
Lowest unoccupied orbital energy: -4.0 eV
Spin multiplicity: 1
E_tot: -508.66898 Eh
Molecular weight: 196.0 g mol⁻¹
Relative energy (zero: lowest compared OMol25 entry of this formula, charge and spin): 84.6 kcal/mol

```
13
C4H7IN (ωB97M-V/def2-TZVPD)
C 0.25 -1.34 0.44
C -0.70 -0.34 -0.85
C 0.60 1.16 0.76
C 1.26 -0.10 0.41
N 0.47 0.66 -0.61
I 3.36 0.00 -0.04
H -0.28 -1.22 1.34
H 0.64 -2.29 0.09
H -0.68 -0.48 -1.90
H -1.67 -0.02 -0.56
H -0.28 0.91 1.49
H 1.17 2.13 1.06
H 0.76 1.26 -1.28
```


C4H7KO3 as an isolated structure in a non-equilibrium geometry. Source: the OMol25 dataset; level of theory: ωB97M-V/def2-TZVPD.

Lowest unoccupied orbital energy: -0.3 eV
Spin multiplicity: 1
E_tot: -982.22336 Eh
Molecular weight: 142.2 g mol⁻¹
Relative energy (zero: lowest compared OMol25 entry of this formula, charge and spin): 0.6 kcal/mol

```
15
C4H7KO3 (ωB97M-V/def2-TZVPD)
O -1.12 -2.40 1.53
C -1.55 -2.71 0.52
O 0.23 -0.32 -0.62
C 1.53 -0.72 -0.85
C 2.57 0.36 -0.55
O 2.47 0.75 0.82
C 3.39 1.75 1.19
K 0.05 0.44 1.56
H 1.72 -1.03 -1.90
H 1.81 -1.61 -0.23
H 2.39 1.25 -1.19
H 3.59 -0.02 -0.75
H 3.20 2.01 2.24
H 4.43 1.38 1.09
H 3.27 2.65 0.57
```


A single C4H7N molecule in a non-equilibrium geometry. Source: the OMol25 dataset; level of theory: ωB97M-V/def2-TZVPD.

Lowest unoccupied orbital energy: 0.8 eV
Spin multiplicity: 1
E_tot: -211.33144 Eh
Molecular weight: 69.1 g mol⁻¹
Relative energy (zero: lowest compared OMol25 entry of this formula, charge and spin): 18.3 kcal/mol

```
12
C4H7N (ωB97M-V/def2-TZVPD)
C 1.46 0.53 0.51
C -0.08 0.24 0.68
C -1.05 0.00 -0.56
C -1.18 -1.38 -1.19
N -1.33 -2.42 -1.70
H 2.02 -0.09 1.22
H 1.74 1.56 0.72
H 1.93 0.32 -0.45
H -0.56 1.00 1.30
H 0.00 -0.63 1.33
H -0.83 0.66 -1.41
H -2.12 0.20 -0.45
```